(1)
# C17H26N2OS

C17H26N2OS in the gas phase (the ωB97M-V functional and the def2-TZVPD basis, the Open Molecules 2025 dataset).

The relative energy (zero: lowest compared OMol25 entry of this formula, charge and spin) comes out at 8.6 kcal per mole. As for the HOMO-LUMO gap: 0.3205 Ha. Its SMILES is CCCN1CCC(=O)N(CCSc2ccc(C)cc2)CC1.

Cartesian coordinates (Å):
C  -0.9388  -3.7459  4.6163
C  -1.2896  -2.7187  3.5469
C  -0.4342  -2.9368  2.2866
N  -0.6279  -2.0626  1.1574
C  -1.8167  -2.2213  0.3627
C  -3.0438  -1.3758  0.7652
C  -2.9626  0.0452  0.2470
O  -3.7214  0.4585  -0.6115
N  -2.0082  0.8364  0.7961
C  -1.9144  2.2003  0.3253
C  -0.9217  2.3782  -0.8209
S  0.8013  2.3541  -0.2004
C  1.7765  2.2234  -1.6712
C  1.2882  2.4493  -2.9483
C  2.1369  2.3339  -4.0365
C  3.4748  2.0054  -3.8789
C  4.3952  1.8939  -5.0558
C  3.9526  1.7896  -2.5892
C  3.1179  1.8932  -1.4973
C  -1.0536  0.3626  1.7765
C  -0.1068  -0.7246  1.2260
H  -1.1180  -4.7544  4.2500
H  -1.5427  -3.5923  5.5077
H  0.1099  -3.6647  4.8937
H  -2.3477  -2.8132  3.2965
H  -1.1152  -1.7170  3.9446
H  -0.6040  -3.9594  1.9327
H  0.6207  -2.8621  2.5716
H  -2.0947  -3.2772  0.3932
H  -1.5635  -1.9735  -0.6767
H  -3.1674  -1.3698  1.8483
H  -3.9355  -1.8169  0.3171
H  -1.6494  2.8560  1.1588
H  -2.9070  2.4720  -0.0480
H  -1.0891  3.3419  -1.3025
H  -1.0392  1.5704  -1.5427
H  0.2569  2.7176  -3.1136
H  1.7416  2.5094  -5.0269
H  3.8453  1.9746  -5.9898
H  4.9213  0.9407  -5.0401
H  5.1428  2.6863  -5.0257
H  4.9920  1.5336  -2.4425
H  3.4914  1.7219  -0.4991
H  -0.4497  1.2184  2.0807
H  -1.5846  -0.0105  2.6580
H  0.7921  -0.7443  1.8450
H  0.1904  -0.4257  0.2136

Here are the Mulliken charges for atoms 1 to 8, given in e: -1.525, 0.498, -1.008, 0.217, -0.877, -0.577, 0.648, -0.683

(2)
# C34H34BN8O3Rh

A molecular structure, C34H34BN8O3Rh (the ωB97M-V functional and the def2-TZVPD basis, the Open Molecules 2025 dataset).

The relative energy (zero: lowest compared OMol25 entry of this formula, charge and spin) comes out at 0.0 kcal per mole. As for the HOMO-LUMO gap: 0.3024 Ha.

Cartesian coordinates (Å):
Rh  0.0930  0.1121  -0.0238
N  -1.5454  1.2956  0.2969
C  -2.6936  0.5502  0.8614
C  -2.5393  -0.9146  0.5011
O  -3.5261  -1.6100  0.3305
N  -1.2415  -1.3285  0.3753
C  -1.1053  -2.3423  -0.6621
C  -1.0929  -1.5649  -1.9795
O  -1.5298  -1.9921  -3.0216
O  -0.5814  -0.3504  -1.8567
H  -1.2904  2.0989  0.8630
H  -1.7733  1.6419  -0.6344
H  -3.6400  0.9246  0.4776
H  -2.6877  0.6558  1.9403
H  -1.9355  -3.0442  -0.6636
H  -0.1712  -2.8823  -0.5365
C  4.2206  3.6832  0.4960
C  2.9310  3.2182  -0.0910
C  2.0202  3.9143  -0.8584
C  0.9978  3.0019  -1.1464
N  1.2802  1.8267  -0.5794
N  2.4556  1.9691  0.0655
B  3.0119  0.8208  0.9178
N  3.0061  -0.4980  0.1350
N  1.9054  -0.9519  -0.5230
C  2.2624  -2.0831  -1.1334
C  3.5973  -2.3792  -0.8347
C  4.0349  -1.3511  -0.0278
C  5.3927  -1.1371  0.5516
C  1.4801  -2.8227  -2.1492
C  1.1753  -4.1691  -1.9686
C  0.5613  -4.8881  -2.9819
C  0.2654  -4.2707  -4.1888
C  0.5806  -2.9343  -4.3781
C  1.1867  -2.2117  -3.3636
N  2.1194  0.6599  2.1590
N  0.7957  0.3871  2.0166
C  0.3053  0.2826  3.2607
C  1.3180  0.5250  4.1924
C  2.4572  0.7563  3.4529
C  3.8453  1.0369  3.9224
C  -1.0787  -0.0321  3.6649
C  -1.6379  -1.2877  3.4540
C  -2.9383  -1.5442  3.8613
C  -3.6752  -0.5628  4.5099
C  -3.1027  0.6741  4.7730
C  -1.8065  0.9363  4.3553
C  -0.2185  3.2701  -1.9315
C  -0.7178  2.3421  -2.8406
C  -1.8867  2.6121  -3.5398
C  -2.5498  3.8169  -3.3594
C  -2.0415  4.7580  -2.4722
C  -0.8846  4.4855  -1.7603
H  4.3690  4.7342  0.2567
H  5.0646  3.1173  0.1009
H  4.2263  3.5747  1.5806
H  2.0994  4.9324  -1.1987
H  4.1240  1.0834  1.2551
H  4.1697  -3.2061  -1.2175
H  6.0596  -1.9199  0.1956
H  5.3738  -1.1772  1.6416
H  5.8062  -0.1723  0.2605
H  1.4151  -4.6485  -1.0268
H  0.3103  -5.9294  -2.8277
H  -0.2220  -4.8288  -4.9772
H  0.3341  -2.4459  -5.3112
H  1.4171  -1.1624  -3.4965
H  1.2204  0.4955  5.2637
H  3.8682  1.0151  5.0100
H  4.1920  2.0161  3.5917
H  4.5503  0.2943  3.5493
H  -1.0668  -2.0446  2.9358
H  -3.3821  -2.5086  3.6559
H  -4.6935  -0.7648  4.8145
H  -3.6675  1.4369  5.2929
H  -1.3556  1.9033  4.5452
H  -0.2140  1.3986  -2.9858
H  -2.2737  1.8696  -4.2252
H  -3.4593  4.0246  -3.9078
H  -2.5529  5.7009  -2.3274
H  -0.5021  5.2091  -1.0504

Here are the Mulliken charges for atoms 1 to 8, given in e: -0.480, -0.154, -0.255, 0.476, -0.743, 0.350, -1.160, 0.915

no.,HOMO (eV),E_tot (Eh)
1,-7.96,-1246.32681
2,-7.93,-2115.40130